# 1
Here is a 12-piece molecular cluster, C35H81N5O22 overall from the Open Molecules 2025 dataset. Energies are from wB97M-V/def2-TZVPD.

Properties
SMILES: C[N+](=O)[O-].C[N+](=O)[O-].C[N+](=O)[O-].C[N+](=O)[O-].C[N+](=O)[O-].c1ccccc1.COCCOC.COCCOC.COCCOC.COCCOC.COCCOC.COCCOC
Total energy, eV: -90082.01720
Total charge: 0
Kohn-Sham gap, eV: 9.1693

The geometry in XYZ format:
```
143
Properties=species:S:1:pos:R:3:lowdin_charge:R:1
C 14.67440 -2.75274 17.10223 0.0485
N 14.66669 -3.99485 17.91454 -0.4510
O 14.83683 -5.04479 17.35019 0.0823
O 14.44975 -3.87669 19.09191 0.0566
H 15.54565 -2.12124 17.22463 0.1036
H 13.76048 -2.19595 17.29141 0.0576
H 14.54453 -3.09333 16.07700 0.0990
C 18.23578 3.81737 20.33616 0.0776
N 17.13329 3.31998 19.47085 -0.4165
O 16.20378 4.07303 19.26639 0.0259
O 17.10288 2.14720 19.16509 0.0656
H 18.87851 3.03591 20.72446 0.1020
H 17.74570 4.27379 21.19233 0.0884
H 18.74733 4.53044 19.69374 0.0990
C 9.49615 0.00555 20.47702 0.0374
N 9.48482 -1.22282 19.61959 -0.4179
O 9.95764 -1.19982 18.49625 0.0541
O 8.93282 -2.18206 20.12330 0.0705
H 9.64788 0.88045 19.84889 0.0944
H 10.35874 -0.05377 21.13548 0.0604
H 8.54940 0.06676 20.99785 0.1056
C 11.04493 -2.52587 23.27007 0.0334
N 10.79789 -3.73247 24.07477 -0.4442
O 9.64226 -4.08052 24.19554 0.0757
O 11.74649 -4.33359 24.51750 0.0791
H 10.22674 -2.15262 22.65647 0.0822
H 11.88996 -2.67174 22.60395 0.0702
H 11.25489 -1.65678 23.89690 0.0995
C 9.93572 0.16710 15.54711 0.0469
N 10.90610 -0.94611 15.38512 -0.4444
O 10.75332 -1.71346 14.47753 0.0868
O 11.87436 -0.93314 16.10452 0.0430
H 9.81735 0.48052 16.57417 0.0702
H 9.00643 -0.08983 15.04930 0.1007
H 10.38874 0.97635 14.97294 0.0899
C 13.50082 -0.12030 21.76527 -0.1007
C 13.92602 1.19670 21.63231 -0.1000
C 13.98730 1.78286 20.36539 -0.0663
C 13.57022 1.05688 19.25229 -0.0646
C 13.08368 -0.23313 19.40852 -0.0824
C 13.03351 -0.82689 20.65074 -0.1062
H 13.32877 -0.52282 22.75714 0.0995
H 14.21339 1.74462 22.51897 0.0847
H 14.41564 2.75941 20.18329 0.0825
H 13.79860 1.54706 18.31378 0.0929
H 12.82101 -0.82448 18.54070 0.0740
H 12.68846 -1.84722 20.75501 0.0916
C 10.14087 4.08293 12.51260 -0.1000
O 11.15732 3.24283 13.01574 -0.1663
C 12.08864 3.90954 13.80935 -0.2214
C 11.68606 4.11403 15.26088 -0.2115
O 11.50972 2.85260 15.88765 -0.2062
C 11.31637 3.04696 17.28819 -0.0927
H 9.49964 3.47039 11.88313 0.0902
H 10.54885 4.90019 11.90882 0.0901
H 9.54071 4.50491 13.32538 0.0841
H 12.32728 4.91384 13.42733 0.1285
H 13.05489 3.39967 13.79805 0.1190
H 10.73978 4.66629 15.29790 0.1218
H 12.46469 4.68667 15.77203 0.1193
H 11.17078 2.05557 17.72332 0.0684
H 10.35596 3.54951 17.43755 0.0968
H 12.19594 3.51587 17.72544 0.0768
C 17.86050 6.06142 17.12644 -0.0936
O 18.71501 5.48143 16.14833 -0.1764
C 18.04680 5.03356 14.99962 -0.2168
C 17.07161 3.86578 15.19221 -0.2090
O 15.89848 4.34422 15.82402 -0.1919
C 15.11570 3.24206 16.28821 -0.0999
H 18.42550 6.56796 17.90993 0.0867
H 17.33338 5.23679 17.60034 0.0497
H 17.17516 6.77768 16.66778 0.0973
H 18.81180 4.64697 14.32027 0.1256
H 17.56977 5.87593 14.48394 0.1275
H 17.64898 3.19145 15.84391 0.1293
H 16.87901 3.33036 14.25824 0.1280
H 14.31776 3.65876 16.89981 0.0695
H 15.68545 2.49288 16.83999 0.0747
H 14.66045 2.75550 15.41720 0.0865
C 15.54907 4.98776 25.36004 -0.1074
O 14.41526 5.07105 24.53589 -0.1688
C 14.65835 4.83050 23.17506 -0.2061
C 15.42097 5.86552 22.39702 -0.2183
O 14.71918 7.05491 22.06824 -0.1733
C 15.33422 7.75083 21.01092 -0.1145
H 15.21824 5.33000 26.33684 0.0922
H 16.38977 5.62515 25.06656 0.0809
H 15.95941 3.97466 25.42183 0.0857
H 13.72578 4.62676 22.64554 0.1327
H 15.25516 3.91429 23.05159 0.1150
H 15.70596 5.40829 21.44028 0.0941
H 16.34547 6.20673 22.88272 0.1235
H 14.82660 8.70788 20.90919 0.0883
H 15.15633 7.19308 20.08191 0.0876
H 16.40720 7.91410 21.15130 0.0877
C 10.84113 1.96931 22.73920 -0.1320
O 11.00204 3.29811 23.16058 -0.1445
C 11.01871 3.42173 24.57381 -0.1779
C 9.65188 3.92283 25.07193 -0.2290
O 8.58446 3.19523 24.54707 -0.1771
C 7.35851 3.85657 24.71938 -0.1113
H 9.85267 1.52850 22.91477 0.0868
H 11.56600 1.25619 23.14711 0.0680
H 11.00210 1.92611 21.66019 0.0736
H 11.73532 4.17773 24.89335 0.1205
H 11.18465 2.48571 25.11476 0.1108
H 9.59495 4.97827 24.76440 0.1244
H 9.66471 3.95877 26.17038 0.1292
H 7.38433 4.80607 24.16652 0.0910
H 7.15767 4.08708 25.77243 0.0893
H 6.52108 3.27991 24.33340 0.0866
C 15.18161 -3.28004 22.40744 -0.0799
O 16.12443 -2.23245 22.54328 -0.1826
C 16.56933 -1.72650 21.30560 -0.2263
C 17.15482 -0.35141 21.48915 -0.1869
O 18.31099 -0.27570 22.31033 -0.1760
C 19.31057 -1.18864 21.98020 -0.1326
H 15.60050 -4.08345 21.79670 0.0934
H 14.27800 -2.86254 21.95683 0.0550
H 14.93065 -3.65552 23.39629 0.0853
H 15.73489 -1.65830 20.59160 0.1115
H 17.23917 -2.44097 20.80546 0.1246
H 16.43891 0.30827 21.96404 0.1050
H 17.40209 0.06105 20.50344 0.1116
H 20.21867 -1.07351 22.56987 0.0870
H 19.65584 -1.02567 20.94438 0.0924
H 19.00808 -2.23890 22.02530 0.0833
C 13.64619 0.74965 25.72320 -0.1259
O 14.29118 -0.48814 25.83995 -0.1727
C 15.69456 -0.34820 25.71978 -0.1970
C 16.33094 -1.69003 26.04325 -0.1993
O 16.08637 -1.96532 27.40735 -0.1806
C 16.84639 -3.05464 27.88024 -0.1147
H 13.84191 1.40467 26.58262 0.0936
H 12.57565 0.57396 25.65248 0.0759
H 14.02656 1.31649 24.86171 0.0728
H 16.05777 0.42787 26.40370 0.1290
H 15.94281 -0.09619 24.68467 0.1165
H 17.40665 -1.71400 25.83967 0.1284
H 15.83053 -2.43032 25.40603 0.1186
H 17.92103 -2.86762 27.77930 0.0853
H 16.52563 -3.98723 27.40996 0.0903
H 16.67066 -3.12547 28.95468 0.0858
```

# 2
Here is C35H43ClIrNP2S4 as an isolated structure from the Open Molecules 2025 dataset. Energies are from wB97M-V/def2-TZVPD.

Properties
Relative energy (zero: lowest compared OMol25 entry of this formula, charge and spin), kJ/mol: 0.00
2S+1: 6
Total energy, eV: -115736.52850
Expectation value of S²: 8.77
Total charge: +3
Kohn-Sham gap (alpha / beta), eV: 7.2458 / 4.6414

The geometry in XYZ format:
```
87
Properties=species:S:1:pos:R:3:mulliken_spin:R:1
Ir -1.36873 -1.45355 0.43196 1.6589
C -4.73477 -2.33225 0.18163 0.0111
C -4.94667 -0.96955 0.81944 0.0018
S -3.48711 0.09200 0.62153 0.1942
C -3.22465 0.73616 2.29073 0.0022
C -2.92810 -0.29973 3.35842 0.0103
S -1.52835 -1.39670 2.94612 0.1611
C -2.24698 -3.02147 3.29334 0.0493
C -3.48208 -3.36288 2.48253 -0.0063
S -3.21934 -3.17695 0.69336 0.1132
H -4.65140 -2.25673 -0.90296 -0.0034
H -5.57824 -2.98896 0.39567 0.0074
H -5.18222 -1.04738 1.87907 0.0023
H -5.78485 -0.46864 0.33608 0.0056
H -4.09888 1.32488 2.57133 0.0034
H -2.39404 1.43264 2.17398 -0.0068
H -3.79736 -0.91779 3.57206 0.0044
H -2.66849 0.21221 4.28480 0.0020
H -2.46615 -3.08381 4.35953 0.0047
H -1.43499 -3.72174 3.08791 -0.0338
H -4.33687 -2.75774 2.77667 0.0014
H -3.75409 -4.40362 2.65838 0.0021
C 2.48222 3.87432 -4.91250 -0.0350
S 3.65596 2.61658 -4.50689 0.9072
C 3.42422 2.35561 -2.75834 -0.0182
C 2.16135 1.51603 -2.46060 0.0641
C 2.16740 1.15564 -0.97054 0.0142
N 0.99684 0.36901 -0.57229 -0.0280
P 1.04603 -1.08986 0.31390 0.2030
C 1.79502 -0.81286 1.93260 0.0186
C 2.58216 0.29412 2.23970 0.0061
C 3.18365 0.39557 3.48845 -0.0020
C 3.02263 -0.61441 4.42601 0.0012
C 2.25348 -1.73018 4.12101 0.0021
C 1.63641 -1.82479 2.88380 0.0124
C 2.27628 -2.07476 -0.57446 -0.0010
C 2.16671 -2.19314 -1.96417 0.0445
C 3.07057 -2.96550 -2.67461 0.0018
C 4.08501 -3.63949 -2.00222 0.0075
C 4.19709 -3.53159 -0.62480 -0.0020
C 3.29838 -2.75003 0.09209 0.0006
P -0.57935 0.96472 -0.36459 0.3638
C -1.33469 1.20735 -1.98655 0.0133
C -2.41409 2.08211 -2.14647 0.0388
C -3.09352 2.13704 -3.35658 -0.0079
C -2.71936 1.30989 -4.40743 0.0222
C -1.66732 0.41700 -4.24656 0.0039
C -0.98325 0.36130 -3.04030 -0.0028
C -0.39564 2.58255 0.42775 0.0171
C -0.09285 2.57239 1.79318 0.0383
C 0.14349 3.75823 2.47091 -0.0043
C 0.07264 4.96820 1.79195 0.0108
C -0.22010 4.98912 0.43406 -0.0045
C -0.44680 3.80260 -0.25118 -0.0032
H 2.65911 4.17236 -5.94446 -0.0014
H 2.60160 4.71953 -4.23053 0.0323
H 1.47404 3.45663 -4.81078 0.0578
H 3.38879 3.33354 -2.27156 0.0127
H 4.32524 1.82856 -2.43782 -0.0012
H 2.16833 0.60051 -3.05552 -0.0393
H 1.26205 2.07791 -2.71627 0.0142
H 2.22560 2.07230 -0.37433 0.0017
H 3.05616 0.55898 -0.75661 -0.0011
H 2.72781 1.09128 1.52449 0.0008
H 3.78877 1.26182 3.72365 0.0001
H 3.50170 -0.53624 5.39302 0.0000
H 2.13668 -2.52452 4.84700 0.0004
H 1.04913 -2.70670 2.64454 0.0067
H 1.35917 -1.69686 -2.48902 0.0172
H 2.97678 -3.05934 -3.74914 -0.0002
H 4.78565 -4.25182 -2.55557 0.0005
H 4.98888 -4.05160 -0.10159 0.0001
H 3.41089 -2.66027 1.16478 0.0005
H -2.73328 2.71819 -1.33053 0.0002
H -3.92068 2.82527 -3.47578 -0.0003
H -3.25517 1.35254 -5.34696 0.0008
H -1.38761 -0.24232 -5.05850 0.0004
H -0.17615 -0.34860 -2.91328 0.0044
H -0.02708 1.62738 2.32638 -0.0111
H 0.37652 3.74143 3.52765 -0.0001
H 0.24471 5.89605 2.32177 0.0007
H -0.27693 5.93358 -0.09189 0.0005
H -0.67330 3.83328 -1.30934 0.0034
Cl -0.59124 -3.82044 -1.14755 0.1670
C -0.12188 -4.34417 0.41378 0.8113
H 0.94913 -4.36850 0.56257 0.0650
H -0.74966 -5.13090 0.81152 -0.0118
```

# 3
Here is a 12-piece molecular cluster, C5H30O14 overall from the Open Molecules 2025 dataset. Energies are from wB97M-V/def2-TZVPD.

Properties
Relative energy (zero: lowest compared OMol25 entry of this formula, charge and spin), kJ/mol: 0.00
Total energy, eV: -34340.86450
Total charge: -2
Kohn-Sham gap, eV: 8.6211

The geometry in XYZ format:
```
49
Properties=species:S:1:pos:R:3:nbo_charge:R:1
O 0.49195 1.01620 2.57688 -0.8104
C 0.47682 2.05134 1.87218 0.7980
O 1.32386 2.98008 1.85908 -0.8120
C -0.77727 2.19680 0.99376 -0.5204
C -0.61782 1.32952 -0.28770 -0.4029
C -1.69067 1.48458 -1.39135 -0.4262
C -1.64121 0.22188 -2.28216 -0.0343
O -1.53084 -0.92964 -1.52592 -0.9584
H -1.65500 1.76227 1.50880 0.2009
H -0.96192 3.22280 0.74963 0.1840
H 0.32929 1.64935 -0.73201 0.1703
H -0.42960 0.30825 0.01169 0.2477
H -1.62379 2.41975 -1.93977 0.1886
H -2.60981 1.40056 -0.78120 0.1719
H -2.61954 0.31472 -2.85811 0.1343
H -0.84371 0.27309 -3.01995 0.1416
H 0.69638 -2.12384 0.51562 0.5015
H 2.06429 -1.47695 0.05839 0.4882
O 1.65081 -1.95560 0.78526 -1.0377
H 3.51439 0.47337 -1.73344 0.4939
H 3.32990 -0.79214 -2.55038 0.4840
O 3.65924 0.12793 -2.65721 -1.0178
H 1.64420 4.07155 0.47538 0.5103
H 0.82481 3.60426 -0.68628 0.4614
O 1.60638 4.13683 -0.51152 -0.9947
H -2.14727 -1.88522 -2.44326 0.5000
H -2.01591 -2.97876 -3.62767 0.4375
O -2.66937 -2.50182 -3.11557 -1.0423
H -3.76578 0.07320 0.45652 0.4636
H -2.71561 -0.82706 -0.45033 0.5121
O -3.53115 -0.80860 0.15945 -1.0359
H 2.35650 1.83623 -0.27090 0.4985
H 2.92032 0.67066 0.57708 0.5142
O 2.56615 0.89104 -0.32358 -1.0258
H -1.31724 -3.29296 0.51705 0.4965
H -1.20612 -2.27460 -0.53338 0.5141
O -0.62986 -2.96470 -0.09841 -1.0096
H 0.78659 -1.58359 -2.13645 0.4964
H 1.43074 -0.32614 -1.52474 0.5061
O 1.63664 -1.20862 -1.87268 -0.9937
H -3.31663 -2.40100 1.05608 0.5051
H -2.30932 -2.38095 2.17868 0.5019
O -2.79780 -3.01214 1.61464 -1.0211
H -0.67909 -0.35622 2.98180 0.5208
H -0.45382 -1.58269 2.15595 0.4848
O -1.09102 -1.21551 2.78747 -1.0087
H 2.53791 0.85888 2.55192 0.5083
H 2.59638 -0.60338 2.21406 0.5083
O 3.15836 0.19161 2.19870 -0.9933
```

# 4
Here is one molecule with the formula C5H8O2 from the Open Molecules 2025 dataset. Energies are from wB97M-V/def2-TZVPD.

Properties
Relative energy (zero: lowest compared OMol25 entry of this formula, charge and spin), kJ/mol: 189.04
SMILES: C=C(C)[C@]1(O)CO1
Total energy, eV: -9407.87295
Total charge: 0
Kohn-Sham gap, eV: 10.5715

The geometry in XYZ format:
```
15
Properties=species:S:1:pos:R:3:nbo_charge:R:1
C 0.34149 -1.14050 -1.16930 -0.3807
C 0.49260 -0.45165 -0.04345 -0.0034
C 1.79630 -0.31647 0.69181 -0.6480
C -0.65322 0.25625 0.61202 0.4346
O -1.06682 -0.46469 1.71752 -0.6870
C -1.53089 1.19921 -0.07927 -0.1392
O -0.47911 1.64848 0.78407 -0.4964
H 1.16429 -1.69926 -1.60876 0.1990
H -0.60938 -1.17912 -1.68963 0.1980
H 2.32395 0.57846 0.34774 0.2286
H 2.43672 -1.18569 0.52874 0.2188
H 1.62039 -0.20008 1.76273 0.2283
H -1.93276 -0.14184 1.99663 0.4790
H -1.39002 1.41890 -1.13547 0.1917
H -2.53832 1.38664 0.29961 0.1766
```